This record from OMol25 describes a structure of composition C31H38N7OPTi. The level of theory is ωB97M-V with the def2-TZVPD basis set.

Calculated values
LUMO level   -13.3 eV
Orbital gap   6.576 eV
HOMO   -19.88 eV

```
! wB97M-V def2-TZVPD RIJCOSX def2/J DEFGRID3
* xyz 4 1
Ti 0.468 -0.188 0.269
C -1.211 -0.414 2.742
C -0.785 0.874 3.432
C 0.009 1.886 2.644
C 0.035 3.202 3.099
C 0.824 4.145 2.467
C 1.587 3.746 1.372
C 1.513 2.436 0.967
N 0.749 1.511 1.587
N -0.129 -1.149 2.015
C 1.036 -1.432 2.912
C 2.375 -1.214 2.256
C 3.534 -1.657 2.865
C 4.761 -1.383 2.277
C 4.786 -0.662 1.088
C 3.591 -0.260 0.533
N 2.397 -0.528 1.097
C -0.702 -2.429 1.495
C 0.345 -3.118 0.667
C 0.598 -4.474 0.717
C 1.612 -4.993 -0.082
C 2.329 -4.127 -0.898
C 2.014 -2.781 -0.895
N 1.038 -2.276 -0.123
H -1.997 -0.210 2.019
H -1.619 -1.078 3.509
H -0.218 0.665 4.344
H -1.701 1.348 3.790
H -0.551 3.477 3.967
H 0.855 5.169 2.816
H 2.231 4.440 0.850
H 2.090 2.110 0.106
H 0.971 -2.449 3.303
H 0.991 -0.767 3.771
H 3.479 -2.207 3.796
H 5.679 -1.725 2.739
H 5.718 -0.415 0.599
H 3.588 0.294 -0.399
H -1.574 -2.195 0.875
H -1.040 -3.060 2.319
H 0.017 -5.118 1.365
H 1.839 -6.052 -0.059
H 3.123 -4.489 -1.536
H 2.549 -2.092 -1.538
C -4.674 4.078 -0.858
N -3.743 2.999 -0.532
C -2.324 3.019 -0.804
C -1.927 1.666 -0.262
O -0.730 1.203 -0.337
N -2.948 1.030 0.246
C -4.044 1.857 0.069
N -5.251 1.518 0.462
H -4.160 4.826 -1.454
H -5.050 4.557 0.048
H -5.514 3.698 -1.441
H -1.820 3.841 -0.287
H -2.108 3.119 -1.872
H -5.429 0.624 0.890
H -6.042 2.127 0.310
C -1.002 -2.843 -2.344
P -0.905 -1.090 -1.837
C -2.537 -0.486 -2.396
C 0.263 -0.316 -3.003
C 0.075 -0.326 -4.382
C 0.993 0.309 -5.208
C 2.102 0.950 -4.670
C 2.307 0.964 -3.295
C 1.382 0.333 -2.486
H -1.265 -2.865 -3.401
H -1.784 -3.362 -1.787
H -0.059 -3.367 -2.216
H -2.553 0.600 -2.472
H -2.718 -0.902 -3.386
H -3.323 -0.830 -1.725
H -0.776 -0.827 -4.828
H 0.843 0.305 -6.280
H 2.815 1.441 -5.319
H 3.180 1.461 -2.890
H 1.523 0.325 -1.391
*
```

=====

This record from OMol25 describes the ion C25H46Cl2N2O9P with charge +1. The level of theory is ωB97M-V with the def2-TZVPD basis set.

Calculated values
Energy relative to the best compared isomer or geometry (same formula, charge and spin)   0.0 kJ/mol
LUMO level   -4.0 eV
Orbital gap   6.839 eV
HOMO   -10.86 eV

```
! wB97M-V def2-TZVPD RIJCOSX def2/J DEFGRID3
* xyz 1 1
C 6.522 0.231 2.495
C 6.495 0.748 1.064
O 6.160 2.127 1.085
C 5.972 2.690 -0.188
C 5.033 3.876 -0.083
O 3.746 3.540 0.394
C 2.953 2.767 -0.472
C 2.981 1.296 -0.043
O 1.684 0.685 -0.073
C 1.295 0.165 -1.312
C 0.964 -1.357 -1.247
P 2.530 -2.213 -0.687
N 3.599 -2.048 -1.776
O 2.047 -3.698 -0.295
O 2.911 -1.541 0.682
C 0.793 -1.822 -2.710
C -0.610 -1.416 -3.055
O -1.206 -1.964 -4.183
N -1.405 -1.916 -1.864
Cl -1.591 -3.667 -2.119
C -2.836 -1.376 -1.760
C -3.033 0.090 -2.164
C -4.153 0.736 -1.320
C -5.525 0.500 -1.963
C -3.882 2.232 -1.042
C -4.059 2.597 0.435
C -5.478 2.451 0.898
C -5.949 1.578 1.778
C -7.417 1.587 2.146
C -5.095 0.533 2.457
C -0.449 -1.672 -0.595
Cl -1.052 -0.241 0.310
C -0.648 -2.850 0.371
C -0.236 -2.599 1.814
O -0.993 -2.270 2.669
O 1.077 -2.875 2.018
C 1.755 -2.175 3.054
C 2.333 -3.078 4.084
O 1.825 -1.000 2.961
H 7.537 0.151 2.885
H 6.049 -0.749 2.572
H 5.973 0.926 3.133
H 7.471 0.619 0.577
H 5.754 0.204 0.461
H 5.571 1.935 -0.883
H 6.924 3.040 -0.615
H 5.433 4.598 0.629
H 4.970 4.364 -1.066
H 3.292 2.895 -1.508
H 1.921 3.125 -0.394
H 3.315 1.265 0.996
H 3.671 0.692 -0.642
H 2.086 0.279 -2.060
H 0.415 0.719 -1.654
H 4.019 -2.874 -2.179
H 2.371 -4.350 -0.932
H 2.255 -0.943 1.079
H 1.536 -1.346 -3.347
H 0.891 -2.903 -2.839
H -0.738 -0.334 -3.071
H -0.732 -1.665 -4.970
H -3.141 -1.562 -0.732
H -3.413 -2.035 -2.405
H -2.119 0.662 -2.024
H -3.286 0.128 -3.227
H -4.160 0.236 -0.343
H -6.321 0.574 -1.221
H -5.719 1.255 -2.729
H -5.597 -0.483 -2.436
H -4.568 2.838 -1.643
H -2.868 2.508 -1.351
H -3.723 3.628 0.588
H -3.400 1.962 1.035
H -6.188 3.142 0.445
H -7.718 0.655 2.625
H -8.049 1.735 1.269
H -7.625 2.402 2.845
H -5.539 0.223 3.404
H -5.029 -0.367 1.833
H -4.077 0.871 2.654
H -1.723 -3.032 0.439
H -0.160 -3.750 0.006
H 1.576 -3.245 4.855
H 2.598 -4.041 3.652
H 3.207 -2.602 4.523
*
```

=====

This record from OMol25 describes a structure of composition C24H45N3O10P2RuS at a distorted geometry. The level of theory is ωB97M-V with the def2-TZVPD basis set.

Calculated values
Energy relative to the best compared isomer or geometry (same formula, charge and spin)   232.2 kJ/mol
LUMO level (spin up / spin down)   -1.9 / -4.2 eV
Orbital gap (spin up / spin down)   8.970 / 6.601 eV
HOMO (spin up / spin down)   -10.85 / -10.81 eV

```
! wB97M-V def2-TZVPD RIJCOSX def2/J DEFGRID3
* xyz 1 6
Ru 1.008 -0.373 1.654
N -1.174 0.074 2.903
C -1.370 -0.807 4.030
C -0.411 -2.088 3.983
O -0.527 -2.881 4.887
O 0.359 -2.135 2.992
H -0.799 0.979 3.180
H -2.014 0.194 2.352
H -2.381 -1.215 4.082
H -1.122 -0.318 4.973
C -2.658 4.556 -0.332
C -2.053 4.226 1.024
C -3.068 3.495 1.896
O -0.844 3.456 0.959
P -0.138 2.557 -0.142
O 0.932 1.829 0.560
C -1.372 1.470 -0.954
P -0.409 0.053 -1.638
O 0.453 -0.584 -0.624
O -1.421 -0.963 -2.334
C -2.296 -1.901 -1.681
C -1.833 -2.289 -0.287
C -3.714 -1.340 -1.664
O 0.482 0.616 -2.783
C 0.242 0.777 -4.191
C 0.215 -0.583 -4.868
C -1.013 1.586 -4.465
O 0.278 3.415 -1.407
C 1.331 4.393 -1.554
C 2.322 4.346 -0.409
C 0.706 5.777 -1.707
H -3.368 5.373 -0.219
H -3.197 3.702 -0.738
H -1.888 4.860 -1.033
H -1.745 5.151 1.524
H -3.351 2.552 1.433
H -3.956 4.113 1.992
H -2.667 3.301 2.887
H -1.899 1.994 -1.745
H -2.075 1.115 -0.202
H -2.262 -2.781 -2.334
H -1.801 -1.419 0.368
H -0.834 -2.713 -0.318
H -2.514 -3.024 0.129
H -3.765 -0.453 -1.038
H -4.398 -2.081 -1.261
H -4.036 -1.078 -2.669
H 1.122 1.341 -4.522
H -0.704 -1.106 -4.624
H 1.056 -1.178 -4.522
H 0.288 -0.459 -5.945
H -1.893 1.054 -4.110
H -1.096 1.738 -5.537
H -0.950 2.555 -3.977
H 1.830 4.119 -2.492
H 1.811 4.581 0.524
H 3.119 5.065 -0.586
H 2.755 3.353 -0.320
H 0.263 6.108 -0.770
H -0.058 5.764 -2.480
H 1.470 6.490 -2.005
N 3.084 -2.956 2.974
C 2.607 -3.403 1.812
S 2.467 -2.274 0.529
N 2.382 -4.713 1.670
C 1.921 -5.462 0.571
C 1.124 -4.929 -0.434
C 0.673 -5.739 -1.463
C 1.026 -7.076 -1.513
C 1.825 -7.609 -0.514
C 2.255 -6.816 0.532
H 3.184 -1.943 3.073
H 3.009 -3.496 3.824
H 2.618 -5.290 2.473
H 0.856 -3.887 -0.405
H 0.040 -5.322 -2.231
H 0.675 -7.701 -2.320
H 2.115 -8.648 -0.553
H 2.862 -7.245 1.315
C 3.614 1.838 4.169
C 2.625 0.975 3.424
O 3.053 -0.044 2.810
O 1.410 1.251 3.413
H 4.281 1.205 4.747
H 3.107 2.552 4.813
H 4.220 2.371 3.436
*
```